No. 1
The following is a quantum chemistry calculation of a 3-piece molecular cluster, C5H11NO6 overall in a non-equilibrium geometry, from the OMol25 dataset.

As for the molar mass: 181.144 g mol⁻¹. The value obtained for the LUMO energy (spin up / spin down) is -2.5 / -2.6 eV.

```
! wB97M-V def2-TZVPD RIJCOSX def2/J DEFGRID3
* xyz 0 1
N 1.152 -1.614 1.897
O 1.064 -2.808 1.853
O -0.445 -1.073 3.069
O 1.959 -0.734 1.966
C 1.308 -0.652 -1.889
C 0.765 0.541 -1.149
C -0.488 0.171 -0.285
C -1.761 -0.159 -1.105
C -0.764 1.408 0.567
O 0.385 1.771 1.290
O -0.238 -0.915 0.498
O -0.592 -0.171 2.232
H 2.162 -0.302 -2.473
H 1.644 -1.401 -1.155
H 0.543 -1.070 -2.559
H 1.458 0.922 -0.393
H 0.474 1.395 -1.789
H -2.068 0.689 -1.745
H -1.617 -1.074 -1.697
H -2.573 -0.372 -0.394
H -0.842 2.297 -0.112
H -1.666 1.269 1.153
H 0.141 1.883 2.218
*
```

No. 2
The following is a quantum chemistry calculation of a 2-piece molecular cluster, C4H11NO overall in a non-equilibrium geometry, from the OMol25 dataset.

As for the molar mass: 89.138 g mol⁻¹. Its SMILES is C=CNCC.O. The value obtained for the LUMO energy is 1.1 eV.

```
! wB97M-V def2-TZVPD RIJCOSX def2/J DEFGRID3
* xyz 0 1
C 1.626 -2.161 -0.265
C 1.907 -0.983 0.304
N 0.931 0.030 0.304
C 1.018 1.188 1.181
C 0.856 2.533 0.440
H 2.418 -2.895 -0.274
H 0.792 -2.171 -0.958
H 2.952 -0.816 0.561
H 0.827 0.366 -0.653
H 2.026 1.234 1.621
H 0.353 1.034 2.027
H 0.853 2.350 -0.637
H 1.687 3.174 0.684
H -0.061 3.055 0.684
O -5.904 -1.845 -2.021
H -5.823 -1.469 -1.138
H -6.456 -2.625 -1.860
*
```

No. 3
The following is a quantum chemistry calculation of C2H3F3O3SSc as an isolated structure in a non-equilibrium geometry, from the OMol25 dataset.

As for the molar mass: 209.060 g mol⁻¹. The value obtained for the LUMO energy (spin up / spin down) is -5.9 / -5.9 eV.

```
! wB97M-V def2-TZVPD RIJCOSX def2/J DEFGRID3
* xyz 1 1
O 1.672 -1.058 2.063
Sc -0.059 -1.705 2.328
S -0.779 -0.135 -0.347
O -1.882 0.075 -1.285
O -0.905 -1.405 0.446
C 0.736 -0.358 -1.435
F 0.444 -0.011 -2.673
F 1.721 0.397 -0.988
F 1.074 -1.630 -1.401
C -0.505 1.272 0.673
H -1.492 1.741 0.775
H -0.214 0.878 1.700
H 0.189 1.937 0.144
*
```

No. 4
The following is a quantum chemistry calculation of C36H44BrN3O2P2STc as an isolated structure in a non-equilibrium geometry, from the OMol25 dataset.

As for the molar mass: 822.686 g mol⁻¹. The value obtained for the LUMO energy (spin up / spin down) is -6.6 / -6.3 eV.

```
! wB97M-V def2-TZVPD RIJCOSX def2/J DEFGRID3
* xyz 2 2
Tc 0.019 -0.126 0.122
C 1.361 -5.951 -3.472
C 2.518 -5.249 -2.739
C 3.554 -4.790 -3.775
C 3.176 -6.249 -1.790
C 1.939 -4.059 -2.015
C 1.808 -4.000 -0.621
C 1.194 -2.908 -0.044
N 0.748 -1.857 -0.745
C 0.870 -1.891 -2.090
C 1.454 -2.967 -2.738
C 0.422 -0.658 -2.724
C 0.198 -0.518 -4.084
C -0.209 0.700 -4.621
C -0.171 1.787 -3.736
C 0.004 1.573 -2.385
N 0.202 0.360 -1.851
C -0.690 0.780 -6.052
C -1.560 2.020 -6.283
C 0.526 0.812 -6.990
C -1.534 -0.462 -6.387
H 1.752 -6.813 -4.005
H 0.886 -5.290 -4.194
H 0.609 -6.295 -2.768
H 4.000 -5.662 -4.242
H 4.345 -4.212 -3.305
H 3.109 -4.191 -4.564
H 3.625 -7.048 -2.373
H 2.449 -6.702 -1.122
H 3.963 -5.780 -1.204
H 2.160 -4.792 0.017
H 0.052 -2.337 1.523
H 1.549 -2.942 -3.810
H 0.285 -1.381 -4.719
H -0.328 2.792 -4.084
H -0.042 2.392 -1.678
H -1.011 2.945 -6.134
H -2.430 2.014 -5.627
H -1.925 2.020 -7.306
H 1.123 1.706 -6.836
H 0.179 0.801 -8.017
H 1.160 -0.058 -6.838
H -2.304 -0.631 -5.636
H -0.925 -1.357 -6.475
H -2.024 -0.309 -7.344
C -0.939 3.387 1.426
P -1.304 1.606 1.217
C -1.011 0.867 2.908
C -3.141 1.578 1.226
C -3.876 1.876 2.371
C -5.256 1.755 2.366
C -5.915 1.336 1.220
C -5.197 1.105 0.058
C -3.814 1.236 0.051
P -2.762 1.219 -1.445
C -3.388 2.782 -2.206
C -3.530 -0.018 -2.570
H -1.572 3.822 2.200
H -1.144 3.887 0.481
H 0.111 3.532 1.676
H -1.735 1.113 3.684
H -0.016 1.137 3.267
H -1.868 -0.903 2.861
H -3.390 2.231 3.268
H -5.816 1.993 3.257
H -6.987 1.216 1.226
H -5.722 0.833 -0.844
H -4.475 2.762 -2.267
H -2.964 2.886 -3.204
H -3.084 3.633 -1.596
H -4.619 0.038 -2.550
H -3.211 -1.018 -2.282
H -3.175 0.188 -3.580
Br 0.314 -3.140 4.548
C 1.259 -1.592 5.126
C 1.306 -1.327 6.481
C 1.888 -0.150 6.927
C 2.388 0.775 6.020
C 2.336 0.512 4.667
C 1.788 -0.688 4.194
C 1.712 -0.936 2.763
O 1.560 -0.039 1.920
O -1.005 -0.543 2.623
H 0.881 -2.027 7.184
H 1.943 0.043 7.986
H 2.809 1.702 6.377
H 2.734 1.211 3.948
S 3.466 -2.831 2.344
C 1.929 -2.300 2.197
N 0.967 -2.757 1.340
*
```

No. 5
The following is a quantum chemistry calculation of C3H5LiMgNaO4 as an isolated structure in a non-equilibrium geometry, from the OMol25 dataset.

As for the molar mass: 159.305 g mol⁻¹. The value obtained for the LUMO energy is -4.0 eV.

```
! wB97M-V def2-TZVPD RIJCOSX def2/J DEFGRID3
* xyz 1 1
H 2.598 -0.538 -1.212
Na -1.747 -1.427 0.079
O 1.391 0.891 -2.055
O 1.598 0.639 0.149
C 2.145 -0.122 1.267
C 1.106 -1.163 1.687
O -0.180 -0.632 1.694
C 1.813 0.235 -1.123
H 3.103 -0.568 0.972
H 2.312 0.622 2.056
H 1.415 -1.543 2.679
H 1.179 -2.024 0.991
O -1.260 0.350 -0.723
Mg -0.439 1.064 0.774
Li -0.699 0.937 -2.281
*
```

No. 6
The following is a quantum chemistry calculation of C5H7NO as an isolated structure in a non-equilibrium geometry, from the OMol25 dataset.

As for the molar mass: 97.117 g mol⁻¹. The value obtained for the LUMO energy is 0.5 eV.

```
! wB97M-V def2-TZVPD RIJCOSX def2/J DEFGRID3
* xyz 0 1
O 1.673 1.321 -1.222
H 1.245 1.149 -0.353
H 1.822 2.293 -1.238
N 0.679 0.686 0.534
C -0.584 0.999 0.226
C 0.987 -0.607 0.658
C -1.571 0.077 -0.128
C 0.067 -1.644 0.490
C -1.203 -1.241 0.067
H -0.964 2.024 0.129
H 2.027 -0.814 0.942
H -2.530 0.442 -0.519
H 0.310 -2.704 0.647
H -1.957 -1.981 -0.232
*
```

No. 7
The following is a quantum chemistry calculation of a 2-piece molecular cluster, C2H2F2O overall in a non-equilibrium geometry, from the OMol25 dataset.

As for the molar mass: 80.033 g mol⁻¹. The value obtained for the LUMO energy (spin up / spin down) is -0.9 / -0.9 eV.

```
! wB97M-V def2-TZVPD RIJCOSX def2/J DEFGRID3
* xyz 0 1
C -0.052 0.004 -0.848
C 0.173 0.370 0.474
O 1.097 -0.403 -0.048
F 0.362 1.228 1.451
F -1.048 -1.270 1.530
H -0.769 -0.727 -0.997
H 0.236 0.797 -1.562
*
```

No. 8
The following is a quantum chemistry calculation of Hg7O16P4 as an isolated structure in a non-equilibrium geometry, from the OMol25 dataset.

As for the molar mass: 1784.010 g mol⁻¹. The value obtained for the LUMO energy is -11.7 eV.

```
! wB97M-V def2-TZVPD RIJCOSX def2/J DEFGRID3
* xyz 2 1
Hg -2.904 -0.838 1.003
Hg 0.339 0.307 2.795
Hg 1.195 1.848 -0.802
Hg 4.045 -0.631 1.383
Hg -0.538 -1.575 -2.100
Hg 0.967 -3.564 1.973
Hg -1.355 -4.570 -1.037
P -1.532 2.310 0.608
O -2.637 1.326 0.450
O -1.971 3.766 0.914
O -1.354 2.861 -0.826
O -0.121 1.896 1.109
P -3.297 -1.467 -1.832
O -2.303 -2.326 -1.083
O -2.319 -0.396 -2.494
O -4.225 -0.878 -0.724
O -4.258 -2.211 -2.768
P 0.678 -1.251 0.329
O 0.410 -2.677 -0.164
O 0.728 -0.325 -0.837
O 1.824 -1.171 1.354
O -0.638 -0.814 1.153
P 3.871 2.042 0.318
O 3.226 2.327 -1.116
O 2.692 1.497 1.100
O 4.323 3.346 0.984
O 5.151 1.173 0.310
*
```

No. 9
The following is a quantum chemistry calculation of a 2-piece molecular cluster, C5H7N2O3S overall in a non-equilibrium geometry, from the OMol25 dataset.

As for the molar mass: 175.189 g mol⁻¹. The value obtained for the LUMO energy is -4.0 eV.

```
! wB97M-V def2-TZVPD RIJCOSX def2/J DEFGRID3
* xyz 1 1
C 1.096 -0.526 -1.717
C 0.693 -1.135 -0.620
C -0.204 0.870 -0.682
C -1.878 -0.110 1.787
C -0.716 -0.548 1.400
N 0.568 0.701 -1.748
N -0.136 -0.266 0.003
O 2.121 1.556 0.673
O 3.841 2.387 -0.872
O 3.691 3.241 1.456
S 3.236 2.373 0.422
H 1.563 -1.074 -2.448
H 0.616 -2.155 -0.442
H -0.664 1.915 -0.503
H -2.160 -0.486 2.792
H -2.612 0.237 1.145
H -0.107 -1.184 2.010
H 0.900 1.516 -2.309
*
```

No. 10
The following is a quantum chemistry calculation of a 2-piece molecular cluster, C5H10NO overall in a non-equilibrium geometry, from the OMol25 dataset.

As for the molar mass: 100.141 g mol⁻¹. The value obtained for the LUMO energy (spin up / spin down) is 4.4 / 4.3 eV.

```
! wB97M-V def2-TZVPD RIJCOSX def2/J DEFGRID3
* xyz -1 3
C -0.148 1.279 -1.874
C 0.325 0.089 -1.392
C -0.479 -2.086 -0.232
C 0.462 1.278 1.656
C -0.369 -0.573 -0.324
N 0.931 -0.075 1.375
O 0.454 -0.967 2.216
H 0.338 1.977 -2.501
H -1.103 1.578 -1.516
H 1.302 -0.172 -1.859
H -0.487 -2.539 0.742
H 0.271 -2.456 -1.000
H -1.562 -2.258 -0.563
H 0.441 1.921 0.739
H -0.440 1.498 2.240
H 1.275 1.613 2.346
H -1.210 -0.107 -0.052
*
```

No. 11
The following is a quantum chemistry calculation of one molecule with the formula C22H24N4O4S in a non-equilibrium geometry, from the OMol25 dataset.

As for the molar mass: 440.525 g mol⁻¹. Its SMILES is Cc1ccc(N(CC(=O)NCc2ccco2)C(=O)CCC(=O)Nc2nccs2)cc1C. The value obtained for the LUMO energy is 0.7 eV.

```
! wB97M-V def2-TZVPD RIJCOSX def2/J DEFGRID3
* xyz 0 1
C -5.431 -1.253 -1.798
C -4.139 -1.324 -1.046
C -3.776 -2.489 -0.385
C -2.590 -2.581 0.320
C -1.741 -1.487 0.360
N -0.498 -1.556 1.050
C 0.524 -2.402 0.451
C 1.344 -1.665 -0.621
O 1.209 -1.885 -1.806
N 2.195 -0.768 -0.100
C 3.134 -0.011 -0.909
C 4.539 -0.419 -0.616
C 5.306 -1.438 -1.103
C 6.546 -1.361 -0.424
C 6.439 -0.305 0.426
O 5.229 0.269 0.320
C -0.177 -0.764 2.090
O 0.984 -0.622 2.464
C -1.326 -0.113 2.840
C -0.976 1.325 3.242
C -0.868 2.162 1.990
O -1.793 2.775 1.499
N 0.362 2.137 1.400
C 0.604 2.793 0.220
N 1.753 2.812 -0.367
C 1.696 3.528 -1.519
C 0.486 4.060 -1.812
S -0.671 3.663 -0.592
C -2.086 -0.320 -0.309
C -3.282 -0.219 -1.002
C -3.634 1.059 -1.694
H -6.076 -0.481 -1.379
H -5.250 -1.000 -2.842
H -5.956 -2.204 -1.756
H -4.437 -3.344 -0.418
H -2.327 -3.491 0.837
H 0.032 -3.252 -0.022
H 1.194 -2.746 1.245
H 2.227 -0.658 0.908
H 3.006 1.056 -0.700
H 2.889 -0.225 -1.952
H 5.020 -2.147 -1.852
H 7.394 -2.001 -0.555
H 7.126 0.124 1.128
H -2.245 -0.132 2.257
H -1.479 -0.705 3.747
H -1.771 1.733 3.867
H -0.034 1.330 3.791
H 1.119 1.594 1.797
H 2.592 3.621 -2.105
H 0.209 4.655 -2.657
H -1.410 0.522 -0.287
H -4.619 1.404 -1.382
H -3.659 0.913 -2.774
H -2.909 1.834 -1.462
*
```

No. 12
The following is a quantum chemistry calculation of C31H51ClN4O3PS as an isolated structure in a non-equilibrium geometry, from the OMol25 dataset.

As for the molar mass: 626.268 g mol⁻¹. The value obtained for the LUMO energy is -4.2 eV.

```
! wB97M-V def2-TZVPD RIJCOSX def2/J DEFGRID3
* xyz 1 1
C 3.486 -0.895 -3.160
C 2.619 -0.317 -2.331
C 1.292 -0.037 -1.406
C 0.947 -1.293 -0.397
C -0.645 -1.653 -0.634
C -1.169 -3.045 -0.053
C -0.750 -3.501 1.416
C -2.033 -4.283 2.092
N -1.529 -5.221 3.167
C 1.689 -2.677 -0.886
C 1.278 -3.298 -2.279
C 0.754 -2.662 -3.607
C 0.411 -3.431 -4.947
C 0.567 -4.991 -5.023
C 1.122 -5.706 -3.713
C 1.472 -4.895 -2.419
N 1.268 -1.016 0.984
Cl 2.369 -1.982 1.838
C 0.942 0.322 1.638
C -0.407 0.009 2.452
C -1.271 1.161 3.118
O -1.275 1.310 4.393
N 2.048 0.428 2.617
C 1.883 1.109 3.899
C 1.680 0.140 5.213
C 2.068 1.050 6.524
C 0.866 1.575 0.565
C 1.721 2.865 1.170
C 1.190 4.250 1.147
O -0.390 2.210 0.421
C -1.364 1.828 -0.515
C -2.237 3.176 -0.886
C -3.035 3.780 0.381
C -3.132 2.982 -2.221
C -3.871 4.378 -2.615
C -4.267 1.838 -2.051
N 1.629 1.271 -0.736
S 3.401 1.139 -0.444
P 1.608 2.711 -1.878
C 0.858 2.293 -3.552
O 3.247 3.182 -2.266
H 4.486 -1.297 -3.585
H 0.411 -0.014 -2.141
H -0.915 -1.663 -1.773
H -1.355 -0.843 -0.225
H -0.926 -3.932 -0.773
H -2.338 -2.992 -0.071
H -0.325 -2.719 2.128
H 0.067 -4.331 1.313
H -2.731 -3.473 2.510
H -2.495 -4.901 1.226
H -0.836 -5.833 2.702
H -1.022 -4.670 3.894
H 2.853 -2.576 -0.859
H 1.495 -3.556 -0.138
H 0.582 -1.529 -3.611
H 0.039 -2.803 -5.847
H 0.279 -5.527 -5.992
H 1.234 -6.860 -3.788
H 1.868 -5.512 -1.514
H -1.180 -0.661 1.885
H -0.090 -0.712 3.318
H -1.921 1.847 2.462
H 2.956 0.710 2.240
H 2.911 1.618 4.148
H 1.157 2.025 3.928
H 0.598 -0.226 5.330
H 2.446 -0.720 5.172
H 1.436 0.758 7.447
H 1.805 2.151 6.269
H 3.205 1.013 6.720
H 2.706 2.762 1.744
H 1.284 4.935 0.217
H 0.611 4.602 2.078
H -2.156 1.135 -0.003
H -1.062 1.409 -1.539
H -1.425 3.970 -1.163
H -3.411 4.833 0.069
H -2.248 3.960 1.216
H -3.895 3.089 0.695
H -2.461 2.710 -3.138
H -3.950 4.526 -3.750
H -4.893 4.374 -2.076
H -3.193 5.225 -2.184
H -4.675 1.885 -0.973
H -5.114 2.094 -2.796
H -3.877 0.778 -2.308
H 3.654 -0.022 0.285
H -0.238 2.637 -3.591
H 0.909 1.195 -3.882
H 1.423 2.904 -4.364
H 3.272 4.121 -1.929
*
```

No. 13
The following is a quantum chemistry calculation of C20H53B2CuN3O14V2 as an isolated structure in a non-equilibrium geometry, from the OMol25 dataset.

As for the molar mass: 746.709 g mol⁻¹. The value obtained for the LUMO energy (spin up / spin down) is 1.8 / 1.8 eV.

```
! wB97M-V def2-TZVPD RIJCOSX def2/J DEFGRID3
* xyz -1 3
O 2.238 -2.566 1.356
V 1.001 -2.707 0.332
O -0.692 -0.693 -3.553
V 0.501 -0.788 -2.529
Cu -2.218 0.251 0.899
C 0.949 -3.352 -2.396
O 1.346 -2.664 -3.342
O 0.015 -2.937 -1.755
O 1.835 -3.414 -1.568
C 0.273 -0.129 0.070
O -0.550 0.251 -0.763
O -0.093 -0.898 0.980
O 1.272 -0.633 -0.483
B 1.852 0.725 -3.467
H 0.932 1.089 -3.037
H 2.263 -0.044 -2.831
H 1.656 0.271 -4.426
H 2.529 1.554 -3.606
B -0.076 -4.290 1.537
H -0.079 -3.362 2.086
H -0.666 -4.961 2.142
H -0.448 -4.217 0.526
H 0.962 -4.577 1.478
C -2.621 -1.069 4.200
O -3.381 -0.824 3.003
C -3.885 -2.019 2.412
C -4.554 -1.674 1.043
N -3.728 -1.188 -0.056
C -4.572 -0.441 -1.075
C -3.850 0.492 -1.885
O -3.416 1.712 -1.200
C -4.545 2.475 -0.719
H -3.274 -1.640 4.859
H -2.330 -0.174 4.750
H -1.761 -1.684 3.934
H -4.530 -2.537 3.122
H -3.094 -2.768 2.370
H -5.302 -0.928 1.311
H -5.121 -2.581 0.836
H -3.432 -2.004 -0.572
H -5.541 -0.006 -0.831
H -4.836 -1.368 -1.585
H -4.447 0.845 -2.726
H -2.980 -0.017 -2.300
H -4.135 3.470 -0.544
H -4.852 2.081 0.250
H -5.341 2.690 -1.432
C 3.438 -2.325 -6.894
O 4.690 -2.508 -6.181
C 5.498 -1.291 -6.136
C 4.974 -0.117 -5.313
N 4.630 -0.448 -3.934
C 5.655 -0.281 -2.903
C 5.148 -0.734 -1.488
O 5.375 -2.106 -1.496
C 5.850 -2.802 -0.317
H 3.414 -1.977 -7.927
H 2.610 -1.943 -6.296
H 3.201 -3.387 -6.957
H 5.494 -0.900 -7.154
H 6.416 -1.667 -5.683
H 4.144 0.349 -5.844
H 5.735 0.631 -5.093
H 4.022 0.325 -3.704
H 6.073 0.724 -2.847
H 6.510 -0.903 -3.170
H 4.096 -0.502 -1.318
H 5.828 -0.348 -0.729
H 5.884 -3.887 -0.408
H 5.147 -2.502 0.460
H 6.813 -2.358 -0.064
C -2.783 3.349 6.492
O -2.731 2.819 5.215
C -3.353 3.530 4.200
C -3.429 2.756 2.891
N -2.167 2.180 2.529
C -1.206 3.053 1.862
C -0.168 3.648 2.805
O 0.349 2.749 3.698
C 0.724 3.300 4.956
H -2.212 4.248 6.724
H -2.566 2.532 7.180
H -3.794 3.678 6.733
H -2.756 4.438 4.122
H -4.352 3.733 4.587
H -3.965 3.259 2.086
H -4.134 1.941 3.059
H -1.647 2.099 3.391
H -1.730 3.769 1.229
H -0.667 2.319 1.264
H -0.634 4.446 3.382
H 0.667 4.089 2.261
H 0.017 3.838 5.588
H 1.535 4.018 4.839
H 1.078 2.417 5.490
*
```